1.
DFT (ωB97M-V with the def2-TZVPD basis set) results for C30H46O3P2Rh as an isolated structure at a distorted geometry.

Structure (XYZ):
```
82
Properties=species:S:1:pos:R:3:forces:R:3:lowdin_spin:R:1
Rh -1.177 1.415 1.256 -1.1 -2.2 -8.4 1.755
C 0.051 1.178 2.889 0.5 0.0 1.4 0.114
C -0.005 2.557 2.497 1.7 0.9 1.9 0.116
C -2.177 1.877 2.983 -0.5 -0.3 2.3 0.120
C -1.288 0.757 3.211 -0.4 0.3 2.4 0.135
C -1.379 2.991 2.535 -0.6 0.8 1.4 0.119
C 1.251 0.288 2.853 0.0 -0.1 0.2 0.021
H 2.147 0.856 2.598 0.0 -0.1 0.1 0.000
H 1.117 -0.508 2.108 -0.1 0.1 0.2 0.005
H 1.399 -0.184 3.828 0.1 0.0 -0.1 0.006
C -1.657 -0.621 3.650 -0.1 -0.3 -0.1 0.023
H -1.012 -0.975 4.461 0.0 0.2 -0.1 0.006
H -1.535 -1.334 2.825 0.0 0.1 0.3 0.006
H -2.690 -0.671 4.004 0.1 0.0 -0.1 0.000
C -3.675 1.849 3.065 -0.2 -0.1 0.2 0.028
H -4.111 2.847 3.030 0.1 0.0 -0.1 0.001
H -4.019 1.404 4.004 0.1 -0.1 -0.1 0.005
H -4.112 1.272 2.237 0.1 0.1 0.2 0.009
C -1.929 4.363 2.228 -0.1 -0.1 0.1 0.028
H -2.711 4.594 2.956 0.1 0.1 0.0 0.003
H -2.391 4.476 1.233 0.2 -0.2 0.3 0.006
H -1.140 5.111 2.313 -0.1 0.0 0.0 0.003
C 1.212 3.444 2.378 -0.3 -0.1 -0.2 0.020
H 1.000 4.351 1.806 0.0 -0.1 0.2 0.001
H 2.054 2.945 1.893 -0.1 -0.1 0.0 0.002
H 1.544 3.731 3.378 0.0 0.1 0.0 0.007
C 2.786 -3.641 -1.579 0.2 -0.6 -0.2 0.025
C 3.722 -3.218 -0.721 0.0 -0.4 0.2 0.008
C 4.491 -1.925 -0.572 0.0 0.2 -0.1 0.009
C 4.338 -0.823 -1.657 0.2 0.5 -0.2 0.033
C 3.003 -0.072 -1.331 0.4 1.3 0.3 0.089
C 1.924 -1.006 -1.183 -2.1 0.0 3.2 0.578
C 1.219 -1.819 -2.150 -0.6 -0.6 -0.4 0.083
C 2.122 -2.902 -2.735 0.2 -0.1 -0.3 0.030
H 5.557 -2.190 -0.416 -0.5 0.2 -0.3 0.000
H 4.312 -1.230 -2.674 0.1 0.0 0.4 0.001
H 4.177 -1.483 0.392 0.2 -0.1 -0.2 0.001
H 2.852 -2.442 -3.420 -0.1 -0.3 0.2 0.001
H 2.401 -4.671 -1.436 0.3 0.7 0.1 0.001
H 4.030 -3.915 0.079 -0.3 0.2 -0.5 0.001
H 1.518 -3.594 -3.338 0.3 0.1 0.2 0.002
H 0.400 -2.302 -1.593 0.1 0.2 -0.3 0.000
H 1.423 -0.963 -0.200 0.2 -0.1 -0.5 0.021
H 0.756 -1.176 -2.917 0.0 -0.4 -0.3 0.026
H 5.213 -0.160 -1.598 -0.3 0.0 0.0 0.003
H 3.150 0.518 -0.399 0.0 -0.6 -0.2 0.000
P 2.156 1.224 -2.383 2.4 -0.9 -2.0 0.057
C 2.517 0.685 -4.105 -0.2 0.2 -0.4 0.005
C 2.997 2.817 -2.195 0.0 0.8 0.1 0.020
P -0.636 1.642 -0.975 0.1 -0.1 -0.6 0.153
C 0.386 1.471 -2.495 -0.6 0.5 -0.4 0.051
C -0.258 3.403 -0.601 -0.5 0.2 -0.2 0.057
C -2.297 1.695 -1.767 0.0 0.0 0.0 0.027
H 1.555 0.422 -4.571 0.5 0.0 0.0 0.001
H 3.193 -0.180 -4.175 -0.2 0.4 0.2 0.001
H 2.950 1.528 -4.667 -0.1 -0.4 0.2 0.001
H 3.465 3.086 -3.154 -0.1 -0.1 0.3 0.002
H 3.782 2.812 -1.423 -0.3 -0.2 -0.2 0.001
H 2.284 3.616 -1.949 0.2 -0.2 -0.1 0.002
H -2.208 1.708 -2.855 -0.2 0.2 0.0 0.004
H -2.800 2.594 -1.401 0.0 0.0 -0.2 0.003
H -2.905 0.834 -1.465 0.4 0.1 0.0 0.002
H -0.110 0.738 -3.164 0.6 0.2 0.5 0.001
H 0.324 2.460 -3.020 0.1 -0.6 0.2 0.005
H -0.641 3.613 0.397 0.1 0.3 -0.3 0.015
H -0.818 4.011 -1.303 0.1 0.4 -0.2 0.005
H 0.796 3.673 -0.585 0.0 -0.2 -0.1 0.003
O -1.139 -4.125 -0.450 0.2 -1.0 -0.1 0.000
C -2.391 -3.994 0.047 -0.6 0.1 0.1 0.001
C -3.240 -5.119 0.116 0.0 0.8 -0.4 0.000
C -4.588 -4.935 0.404 0.4 0.5 0.6 0.000
C -5.038 -3.653 0.770 -0.3 0.1 -0.5 0.000
C -4.177 -2.551 0.747 0.3 -0.3 0.1 0.001
C -2.828 -2.702 0.404 -0.1 -0.5 -0.2 0.004
C -1.830 -1.565 0.458 1.3 -0.1 0.5 0.007
O -2.293 -0.358 0.372 0.0 -0.8 0.5 0.117
O -0.623 -1.853 0.675 -1.5 0.9 -0.3 0.008
H -1.049 -5.068 -0.658 0.3 0.3 -0.1 0.000
H -2.839 -6.098 -0.158 -0.2 0.2 0.1 0.000
H -5.256 -5.794 0.381 0.0 0.3 0.1 0.000
H -6.097 -3.494 0.980 0.3 -0.1 0.1 0.000
H -4.510 -1.544 0.999 -0.1 -0.3 0.0 0.000
```
Forces are in eV/Å.

As for the net charge: +1. Its HOMO energy (alpha / beta) is -8.4 / -10.1 eV. Its expectation value of S² is 6.012. The HOMO-LUMO gap (alpha / beta) is 6.011 / 5.935 eV. The value obtained for the LUMO energy (alpha / beta) is -0.0863 / -0.1521 hartree. Its multiplicity is 5. The energy above the lowest of the compared OMol25 structures with the same formula, charge and spin is 0.00 kcal per mole.



2.
DFT (ωB97M-V with the def2-TZVPD basis set) results for C30H47Cl3FeN3O6Si as an isolated structure at a distorted geometry.

Structure (XYZ):
```
91
Properties=species:S:1:pos:R:3:forces:R:3:lowdin_spin:R:1
C 3.027 -2.501 -3.107 0.0 -0.2 0.4 0.000
C 2.369 -1.802 -4.249 -0.2 -0.4 -1.4 0.000
H 2.552 -3.483 -2.968 0.2 0.2 0.2 0.000
H 2.917 -1.919 -2.192 0.0 -0.2 0.0 0.000
H 4.100 -2.679 -3.296 -0.3 0.1 -0.1 0.000
C 2.398 -2.393 -5.465 0.2 0.8 0.6 0.000
C 2.933 -3.767 -5.734 0.0 -0.3 -0.3 0.000
H 2.083 -1.858 -6.361 -0.1 -0.1 0.4 0.000
H 2.421 -4.518 -5.111 0.2 0.2 -0.1 0.000
H 4.022 -3.888 -5.571 -0.4 0.2 0.0 0.000
H 2.710 -3.998 -6.789 0.2 -0.2 0.4 0.000
Fe 1.203 0.422 0.025 0.6 -1.7 -0.3 3.713
Cl 2.616 1.342 -1.439 0.7 0.8 0.3 0.097
C -0.348 2.767 0.495 0.2 -2.4 -0.9 0.009
O -0.457 1.546 0.157 -0.8 2.8 1.1 0.034
N -1.366 3.623 0.528 -0.5 0.1 -0.1 0.007
C -2.759 3.187 0.365 0.0 -0.1 -0.3 0.001
C -1.078 5.046 0.366 0.3 -0.1 0.1 0.001
H 0.652 3.161 0.761 -0.4 0.1 -0.2 0.001
H -3.024 2.444 1.123 0.2 -0.1 -0.2 0.000
H -2.961 2.798 -0.645 0.2 0.0 0.4 0.000
H -3.403 4.059 0.515 0.2 -0.1 0.0 0.000
H -0.258 5.296 1.046 -0.1 0.2 -0.1 0.000
H -1.974 5.623 0.615 0.3 -0.1 0.0 0.000
H -0.769 5.279 -0.666 -0.2 -0.1 0.3 0.000
H -3.295 2.052 6.667 -0.1 0.0 0.0 0.000
H -1.068 1.157 7.306 0.0 -0.2 -0.1 0.000
C -3.479 1.202 6.004 0.1 0.0 0.1 0.000
C -1.305 0.274 6.698 0.0 0.1 -0.1 0.000
N -2.198 0.649 5.616 -0.1 -0.1 0.0 0.000
H -4.014 1.527 5.112 0.0 -0.1 0.1 0.000
C -2.034 0.185 4.348 -0.6 -0.2 -0.9 0.000
O -2.903 0.221 3.474 1.0 0.2 1.1 0.000
H -0.377 -0.132 6.287 -0.1 0.1 0.1 0.000
H -1.021 -0.226 4.164 -0.2 0.0 -0.1 0.000
H -4.072 0.457 6.553 0.0 0.1 -0.1 0.000
H -1.779 -0.475 7.351 0.1 0.1 -0.1 0.000
H -0.869 -5.185 3.686 -0.1 -0.2 -0.1 0.000
H 0.236 -4.033 0.507 -0.4 -0.1 0.0 0.000
C -1.647 -5.006 2.933 -0.1 0.3 0.2 0.000
C -0.802 -4.343 0.692 0.3 0.0 -0.2 0.001
N -1.252 -3.956 2.016 0.0 0.4 0.2 0.000
H -2.563 -4.701 3.448 0.0 -0.3 0.0 0.000
C -1.096 -2.690 2.509 0.6 0.4 -0.9 0.000
O -0.541 -1.752 1.943 -0.9 -1.1 1.0 0.002
H -1.440 -3.905 -0.084 0.2 0.1 0.1 0.000
H -1.552 -2.606 3.519 0.1 0.1 -0.1 0.000
H -1.811 -5.920 2.358 -0.1 0.2 0.3 0.000
H -0.890 -5.430 0.624 0.1 0.1 -0.1 0.000
O 0.929 -0.309 -2.895 -0.2 -0.6 -0.9 0.008
C 1.835 -0.400 -3.980 -0.1 0.0 0.3 0.002
C 0.435 -0.195 -6.079 -0.1 0.4 -0.8 0.000
C 1.309 0.364 -5.162 0.1 0.3 0.1 0.000
H 0.144 -1.236 -5.990 -0.1 0.3 0.0 0.000
C -0.041 0.575 -7.146 0.0 0.2 0.0 0.000
H 2.714 0.138 -3.620 0.1 0.2 0.0 0.001
C 1.675 1.711 -5.272 -0.1 -0.4 -0.6 0.000
H -0.731 0.132 -7.863 0.1 0.1 0.1 0.000
C 0.347 1.912 -7.293 0.0 0.0 0.3 0.000
C 1.217 2.472 -6.348 0.0 0.1 0.1 0.000
H 2.344 2.104 -4.508 -0.2 0.1 -0.2 0.001
H -0.061 2.541 -8.098 0.3 -0.4 0.3 0.000
H 1.544 3.513 -6.433 -0.2 -0.3 0.0 0.000
Si -0.706 -0.286 -2.505 -0.6 1.4 -1.8 0.001
Cl 0.617 -1.999 -0.961 0.7 0.0 0.9 0.031
C -1.728 -0.936 -3.968 -0.2 -0.2 -0.5 0.000
C -0.866 1.643 -2.848 -0.2 0.0 0.4 0.001
C -1.962 -0.733 -1.151 -0.2 -0.1 0.9 -0.001
H -1.729 -0.252 -4.826 0.2 -0.2 0.2 0.000
H -2.788 -1.057 -3.703 0.3 -0.1 0.1 0.000
H -1.353 -1.910 -4.299 -0.1 -0.1 -0.1 0.000
H -2.741 -1.371 -1.601 0.3 0.2 0.1 0.000
H -2.459 0.156 -0.743 0.1 0.0 -0.2 0.000
H -1.515 -1.278 -0.311 -0.4 0.3 -0.2 0.000
H -0.977 1.822 -3.927 0.1 -0.2 0.1 0.000
H 0.033 2.200 -2.543 -0.2 -0.2 0.1 0.000
H -1.742 2.102 -2.367 0.1 0.0 0.0 0.000
Cl 1.839 2.442 8.392 -0.1 0.4 0.6 0.000
C 2.050 1.945 6.764 0.5 -0.6 -1.4 0.000
C 3.016 0.968 6.470 -0.5 0.1 -0.3 0.000
C 3.085 0.448 5.174 -0.1 0.3 0.1 0.001
C 2.243 0.918 4.158 -0.3 0.2 0.5 0.002
C 1.307 1.916 4.461 0.4 0.1 0.4 0.001
C 1.240 2.460 5.746 0.1 -0.4 0.4 0.000
C 2.334 0.308 2.775 -0.1 -0.2 -0.8 0.012
O 3.060 -0.667 2.614 -0.3 0.4 0.0 0.009
O 1.605 0.903 1.871 0.5 -0.4 1.3 0.063
H 3.683 0.601 7.245 -0.2 0.0 0.0 0.000
H 3.792 -0.350 4.940 -0.2 0.3 0.0 0.000
H 0.620 2.273 3.700 0.2 -0.1 0.0 0.000
H 0.548 3.260 5.992 -0.1 -0.2 -0.1 0.000
```
Forces are in eV/Å.

As for the net charge: -1. Its HOMO energy (alpha / beta) is -5.1 / -5.1 eV. Its expectation value of S² is 6.008. The HOMO-LUMO gap (alpha / beta) is 7.241 / 7.239 eV. The value obtained for the LUMO energy (alpha / beta) is 0.0794 / 0.0794 hartree. Its multiplicity is 5. The energy above the lowest of the compared OMol25 structures with the same formula, charge and spin is 15.99 kcal per mole.